[1]
13 unconnected molecules or ions with the total composition C41H105BN7O22 at a distorted geometry, computed with ωB97M-V with the def2-TZVPD basis set.

Summary:
LUMO ... 1.76 eV
Total charge ... -1
Kohn-Sham gap ... 8.9 eV
E ... -3688.31421 hartree
2S+1 ... 1

Each line ends with the Mulliken charge.
Atoms and positions in Å:
O  4.85752  1.36113  -2.28967  -0.6368
C  3.69781  0.96427  -2.28032  0.6304
O  3.24105  -0.17471  -1.78229  -0.5305
B  1.72911  -0.30195  -1.81718  0.9054
O  1.28427  0.98065  -2.39335  -0.3745
C  2.38164  1.75879  -2.65977  0.5661
O  2.33724  2.97294  -2.94673  -0.6129
O  1.34749  -0.37606  -0.36578  -0.4536
C  0.73079  -1.57504  -0.14724  0.5900
O  0.14520  -2.01132  0.86886  -0.6268
C  0.74031  -2.38067  -1.55889  0.5849
O  1.32623  -1.56456  -2.45865  -0.4029
O  0.14580  -3.50651  -1.74942  -0.6398
C  9.81145  0.36582  1.93411  -0.4718
O  10.54376  -0.58853  2.74735  -0.5171
H  8.78292  0.25218  2.27660  0.2455
H  10.07058  1.42455  1.92761  0.2435
H  9.91912  0.11227  0.87949  0.2099
H  10.65656  -0.35355  3.67129  0.2902
C  6.02144  7.32089  0.60172  -0.4493
O  7.19657  7.62332  1.40303  -0.5035
H  5.18579  7.41730  1.29488  0.1862
H  5.86958  7.96563  -0.26393  0.2432
H  6.15659  6.27489  0.32656  0.2301
H  7.86282  7.88196  0.76208  0.2936
C  0.69327  -9.87423  1.46805  -0.4326
O  -0.56351  -9.20188  1.32085  -0.5180
H  1.49636  -9.50770  0.82868  0.2577
H  1.00630  -9.66875  2.49173  0.1648
H  0.53476  -10.95263  1.46680  0.2191
H  -0.67608  -8.74757  0.48268  0.3090
C  -0.95041  -6.96488  -7.23876  -0.4373
O  -0.61568  -7.33095  -8.61735  -0.5088
H  -0.29202  -7.51952  -6.57018  0.2108
H  -0.74942  -5.89989  -7.12257  0.1897
H  -2.01265  -7.17240  -7.10963  0.2444
H  -1.23456  -8.02964  -8.84189  0.3010
C  -4.98208  -10.70169  -2.96760  -0.4549
O  -6.28253  -11.11149  -2.75161  -0.5097
H  -4.15143  -11.34464  -2.67648  0.2478
H  -4.93228  -10.48228  -4.03413  0.1890
H  -4.78437  -9.86583  -2.29652  0.2369
H  -6.46723  -11.60175  -1.94715  0.2910
C  -6.35988  -1.47351  1.05638  -0.7920
O  -5.73712  -0.22557  0.85437  -0.2144
C  -5.91617  0.23258  -0.47250  -0.7944
C  -5.32860  1.63540  -0.59491  -0.5708
N  -6.20037  2.63416  0.24195  -0.2901
C  -5.92824  4.04804  0.18824  -0.5762
C  -4.46044  4.36841  0.57165  -0.3930
O  -4.19583  5.75253  0.51237  -0.3875
C  -4.41357  6.46295  1.75262  -0.7434
H  -6.19694  -1.72877  2.10347  0.2110
H  -5.84560  -2.22298  0.45480  0.3379
H  -7.38119  -1.52258  0.67872  0.3124
H  -6.95278  0.08178  -0.77381  0.4373
H  -5.43959  -0.47708  -1.14878  0.4310
H  -5.48625  1.97840  -1.61745  0.3489
H  -4.31303  1.53012  -0.21328  0.3579
H  -7.16090  2.55033  -0.05880  0.2121
H  -6.66772  4.55460  0.80845  0.3271
H  -6.05856  4.43116  -0.82385  0.3076
H  -3.81391  3.82933  -0.12080  0.2984
H  -4.40524  4.01067  1.59980  0.2792
H  -3.72687  6.05958  2.49682  0.3216
H  -5.34323  6.15417  2.23062  0.3041
H  -4.38589  7.55207  1.71877  0.2737
C  -7.75757  1.21512  9.92005  -0.8304
O  -6.90218  0.57996  9.04141  -0.2200
C  -7.52530  0.47488  7.77846  -0.6085
C  -6.48436  0.25624  6.67595  -0.6560
N  -5.18639  0.96523  6.99224  -0.2695
C  -4.15715  0.63846  5.94263  -0.5322
C  -2.86282  1.09960  6.49230  -0.5602
O  -2.32047  0.35438  7.60105  -0.3165
C  -0.86060  0.25413  7.60012  -0.7147
H  -7.27664  1.69536  10.77220  0.2695
H  -8.39827  0.53711  10.48387  0.3200
H  -8.31068  2.07080  9.53281  0.3177
H  -8.09536  1.36625  7.51655  0.3502
H  -8.24843  -0.33822  7.84229  0.3309
H  -6.91684  0.61700  5.74273  0.3060
H  -6.40878  -0.82866  6.60249  0.3935
H  -5.38895  1.95461  7.00598  0.2043
H  -4.40680  1.06089  4.96931  0.3912
H  -4.19894  -0.44343  5.81664  0.2929
H  -3.01464  2.08803  6.92595  0.2463
H  -2.28124  1.36477  5.60937  0.4588
H  -0.52881  -0.68962  7.16729  0.2518
H  -0.32732  0.37666  8.54282  0.2570
H  -0.55709  1.13433  7.03333  0.3155
C  1.61766  9.15608  -7.64753  -1.3608
C  2.66061  10.28310  -7.55880  0.4101
C  2.09982  11.67229  -8.00821  -0.7568
O  1.77971  11.55686  -9.39611  -0.3064
C  0.92529  12.58223  -9.91139  -0.7132
N  3.23548  10.41294  -6.18561  -0.7247
H  0.81141  9.24312  -8.37588  0.3251
H  0.96302  8.96930  -6.79626  0.3702
H  2.13044  8.22824  -7.90103  0.3279
H  3.49534  10.03820  -8.21557  0.2476
H  2.75350  12.53625  -7.88833  0.4329
H  1.22571  11.94915  -7.41881  0.3506
H  0.80970  12.42538  -10.98383  0.2375
H  1.30190  13.58319  -9.70087  0.2836
H  -0.04666  12.45458  -9.43482  0.3054
H  2.48169  10.66481  -5.56234  0.2783
H  3.20111  9.44913  -5.88566  0.2928
C  10.19468  7.01961  -5.41072  -1.2812
C  11.12574  5.85067  -4.96468  0.2762
C  11.31380  4.64186  -6.00125  -0.6449
O  12.04195  5.09366  -7.11634  -0.3523
C  12.03876  4.16513  -8.18881  -0.8385
N  12.48438  6.35904  -4.77017  -0.8418
H  10.70046  7.43999  -6.27997  0.2607
H  9.96342  7.75787  -4.64288  0.3352
H  9.22086  6.67141  -5.75502  0.3317
H  10.67409  5.45744  -4.05392  0.4139
H  10.28174  4.37936  -6.23372  0.3571
H  11.67212  3.78110  -5.43663  0.3904
H  12.76472  4.42502  -8.95923  0.2744
H  11.04934  4.03507  -8.62724  0.3078
H  12.51336  3.22775  -7.89867  0.3329
H  12.73948  6.26361  -5.74275  0.4073
H  13.03800  5.68892  -4.25582  0.2712
C  -0.72852  0.38445  -9.68063  -1.3649
C  -0.92853  -0.65396  -10.80781  0.3143
C  -2.30082  -1.39500  -10.66751  -0.6051
O  -2.52607  -2.30754  -11.68855  -0.3231
C  -3.63410  -3.00205  -11.47306  -0.8901
N  -0.90732  0.03897  -12.03950  -0.7473
H  -0.60389  -0.01210  -8.67300  0.3572
H  -1.61890  1.01316  -9.68660  0.3163
H  0.21853  0.91075  -9.79983  0.3516
H  -0.04439  -1.29008  -10.84953  0.3579
H  -3.10042  -0.68697  -10.88529  0.2556
H  -2.38407  -1.91917  -9.71545  0.4190
H  -3.50290  -4.08326  -11.51624  0.2825
H  -4.47740  -2.72598  -12.10609  0.3265
H  -4.17338  -2.84665  -10.53864  0.3767
H  -1.70482  0.65872  -12.04074  0.2677
H  -1.10827  -0.63751  -12.76207  0.3058
C  -5.19521  -6.47281  8.75107  -1.5160
C  -5.27374  -5.06183  9.28537  0.4779
C  -5.35042  -5.03866  10.84390  -0.9297
O  -5.25444  -3.67015  11.36406  -0.2167
C  -5.50559  -3.49781  12.74123  -0.7981
N  -4.05548  -4.30979  8.85605  -0.6012
H  -4.37657  -7.02295  9.21504  0.3760
H  -4.94420  -6.35853  7.69654  0.4132
H  -6.05203  -7.13599  8.87002  0.3647
H  -6.10685  -4.60684  8.74964  0.2991
H  -4.58859  -5.63557  11.34532  0.3714
H  -6.24071  -5.54792  11.21286  0.4132
H  -4.84247  -4.04003  13.41530  0.2868
H  -6.49401  -3.90283  12.95820  0.3314
H  -5.59793  -2.42329  12.89922  0.2355
H  -4.23453  -4.60958  7.90833  0.2506
H  -3.20576  -4.85126  8.92599  0.2456
C  2.65826  -8.38335  8.93637  -1.3510
C  2.88633  -7.28308  7.85404  0.1558
C  4.01091  -7.68952  6.95592  -0.6054
O  4.01353  -6.76304  5.80914  -0.3237
C  4.99175  -7.03243  4.81264  -0.7970
N  1.62832  -7.03553  7.19660  -0.6719
H  3.58783  -8.57175  9.47349  0.3777
H  2.13430  -9.17988  8.40806  0.3604
H  1.86795  -7.99066  9.57613  0.3681
H  3.16321  -6.33996  8.32517  0.3282
H  3.89308  -8.72106  6.62403  0.3043
H  4.96751  -7.74362  7.47560  0.3744
H  5.10997  -8.05114  4.44335  0.3319
H  5.97901  -6.61166  5.00339  0.2627
H  4.48309  -6.58498  3.95875  0.2899
H  1.36068  -7.99317  7.01944  0.2678
H  1.90092  -6.63314  6.31123  0.3280

Force components x, y, z for each atom (eV/Å):
O -2.40 -0.74 -0.30
C 0.37 0.23 0.59
O 0.40 -0.08 -0.67
B 1.50 0.69 1.08
O 1.55 0.28 -0.73
C -0.72 3.31 0.04
O 0.03 -4.08 0.56
O -1.56 -2.39 0.00
C -1.44 -0.86 1.39
O 2.41 1.93 -3.32
C -2.52 -2.86 0.00
O -0.85 -0.79 0.80
O 3.23 5.36 0.53
C -0.50 -0.68 0.74
O 0.62 0.38 -1.08
H -0.25 0.37 -0.58
H 0.54 0.02 0.85
H -0.07 -0.64 0.24
H -0.34 0.55 -0.18
C 0.65 -0.61 1.25
O -0.45 0.59 -0.79
H -0.11 -0.06 -0.27
H 0.19 0.04 0.07
H -0.57 0.03 -0.45
H 0.29 0.00 0.19
C -0.59 0.49 0.92
O 0.09 -0.16 0.05
H -0.24 -0.25 -0.32
H 0.15 0.16 0.08
H 0.18 -0.08 -0.66
H 0.40 -0.15 -0.07
C 0.43 -0.16 -1.39
O -0.27 0.26 0.81
H -0.32 -0.05 0.23
H -0.11 -0.08 -0.01
H 0.12 0.08 0.55
H 0.15 -0.04 -0.19
C 0.94 0.73 0.77
O -1.66 -1.04 -0.23
H -0.29 -0.98 -0.30
H 0.35 0.34 0.24
H 0.10 0.82 -0.57
H 0.56 0.12 0.09
C 1.11 -0.18 -0.38
O -0.54 0.26 -0.10
C 0.21 -0.42 0.42
C -2.75 0.98 0.97
N 0.93 -1.83 0.15
C 1.13 0.22 -1.05
C -1.83 0.06 0.68
O 0.03 1.33 0.24
C -0.15 -1.93 0.38
H -0.54 -0.01 -0.07
H 0.30 -0.34 -0.06
H -0.44 0.36 0.54
H -0.61 0.79 0.16
H 0.75 0.10 -0.28
H 0.99 -0.21 -0.37
H -0.02 0.67 -0.27
H -0.04 -0.59 -0.05
H 0.21 0.10 0.26
H -0.08 0.36 -0.42
H 0.26 0.22 0.27
H 0.79 -0.28 0.12
H 0.73 0.42 -0.01
H -0.69 0.21 -0.42
H 0.26 -0.28 -0.69
C -0.30 0.63 2.04
O -0.07 0.69 -0.37
C 0.38 0.10 -0.25
C 0.42 0.42 0.99
N -1.20 -2.06 -1.35
C -1.88 -0.44 1.88
C 0.74 1.46 0.49
O 0.95 -0.72 -0.54
C -0.98 0.96 -0.98
H 1.14 -0.11 -0.15
H -0.69 -0.40 -0.56
H -0.37 -0.28 -0.67
H -0.06 0.42 0.37
H -0.14 -0.27 -0.38
H -0.12 -0.06 -0.29
H 0.97 0.05 -0.18
H 0.15 0.23 -0.08
H 0.27 0.33 -0.16
H 0.24 -0.09 0.06
H -0.38 0.41 -0.01
H 1.31 -0.90 0.20
H -0.07 0.11 -0.29
H -0.95 -0.14 0.60
H 0.65 -0.33 -0.41
C -0.55 -0.42 -0.54
C -0.64 1.47 0.37
C -0.10 -0.61 -0.67
O -0.10 0.27 -0.19
C 0.18 -0.91 0.71
N -0.66 -0.77 -0.44
H 0.51 0.56 -0.78
H 0.68 0.26 0.84
H -0.07 -0.13 0.21
H -0.07 0.06 -0.09
H 0.70 -0.28 0.21
H -0.53 -0.31 0.11
H 0.18 0.02 0.10
H 0.14 0.12 -0.04
H -0.29 0.28 -0.02
H -0.50 1.10 0.06
H 1.12 -0.71 0.14
C 0.51 -1.12 -0.84
C -0.21 -0.50 -0.21
C -2.65 1.53 1.43
O 0.03 -0.54 -0.19
C 0.93 -0.28 -0.02
N -0.61 0.55 0.08
H -0.21 0.60 0.07
H 0.64 -0.06 0.07
H 0.00 -0.34 -0.06
H 0.32 -0.34 0.13
H -0.17 -0.28 -0.78
H 0.91 -0.07 -0.30
H -0.30 1.02 -0.08
H -0.02 -0.12 0.11
H -0.67 -0.51 0.55
H 1.41 0.64 -0.02
H 0.08 -0.18 0.06
C -0.04 -0.80 0.11
C -0.36 -0.31 1.41
C 1.30 0.83 0.35
O 2.89 0.12 -0.98
C -3.68 -2.03 0.31
N -0.01 0.77 -1.48
H -0.46 -0.52 -0.03
H 0.28 0.51 0.12
H -0.35 0.40 -0.57
H -0.33 -0.68 0.38
H -0.08 0.87 1.17
H -0.16 0.29 0.31
H 0.24 -0.10 -0.31
H 0.12 -0.01 -1.03
H 0.70 0.25 0.86
H -0.13 0.46 -0.23
H 0.08 -0.04 -0.39
C 0.43 -0.75 0.13
C 1.14 -0.12 2.32
C -0.41 1.28 0.41
O 0.10 -1.18 -0.94
C -1.20 -0.54 -0.75
N -1.32 -0.55 -1.25
H 0.28 0.08 0.04
H -0.22 -0.47 -0.18
H -0.39 0.38 -0.07
H -0.19 0.51 0.72
H 0.78 -0.06 -0.52
H -0.74 0.33 -0.13
H 0.60 0.31 -0.05
H -0.41 -0.12 0.19
H 0.56 -0.11 0.24
H 0.62 1.40 -1.40
H 0.35 -0.42 1.25
C -0.60 1.85 -0.90
C 0.46 0.17 1.91
C 0.32 0.40 -1.55
O 0.79 -1.79 1.61
C -1.18 0.55 -0.95
N 0.30 -0.63 -0.12
H -0.33 -0.60 -0.02
H 0.75 -0.77 0.20
H 0.31 0.05 0.47
H 0.26 0.04 0.28
H -0.43 -0.20 -0.54
H 0.26 0.66 0.13
H -0.15 -0.60 0.85
H -0.10 0.18 0.18
H 0.77 0.55 -0.33
H -0.97 -0.07 -0.75
H -0.48 0.21 -0.46

---

[2]
2 unconnected molecules or ions with the total composition C16H17N at a distorted geometry, computed with ωB97M-V with the def2-TZVPD basis set.

Summary:
LUMO ... 0.93 eV
Kohn-Sham gap ... 8.6 eV
Relative energy (zero: lowest compared OMol25 entry of this formula, charge and spin) ... 18.2 kcal/mol
E ... -674.62758 hartree
2S+1 ... 1

Each line ends with the Mulliken charge.
Atoms and positions in Å:
C  2.61082  1.72948  -0.95836  -1.1404
C  1.95623  1.88927  0.37563  0.4634
C  2.44458  2.47598  1.49533  -0.7747
N  1.48191  2.45893  2.49375  -0.0384
C  0.35806  1.83775  2.02001  -0.5733
C  -0.84706  1.44581  2.57770  -0.6956
C  -1.95292  1.24810  1.74493  -0.6962
C  -1.75635  1.05049  0.38164  -0.5021
C  -0.48759  1.21383  -0.17310  -0.3236
C  0.57768  1.55565  0.64028  1.1783
H  2.57369  0.68073  -1.25447  0.2227
H  3.65430  1.99863  -1.10781  0.3448
H  1.93091  2.19404  -1.68298  0.2752
H  3.44750  2.82938  1.63746  0.4213
H  1.49886  2.97669  3.35807  0.2180
H  -0.96769  1.48409  3.64941  0.3908
H  -2.88549  1.24947  2.29686  0.3519
H  -2.62598  0.82003  -0.21413  0.4366
H  -0.36752  0.94367  -1.20435  0.4437
C  -1.50444  -2.74564  0.90490  -1.3975
C  -1.05201  -2.46808  -0.51631  0.9293
C  0.25533  -2.81876  -0.86794  -0.5912
C  0.82172  -2.29317  -2.02330  -0.4765
C  0.11810  -1.43644  -2.85230  -0.4495
C  -1.21825  -1.19574  -2.55379  -0.6188
C  -1.78625  -1.66453  -1.37238  -0.3564
H  -1.13862  -3.72149  1.21667  0.4526
H  -2.59002  -2.84540  0.91526  0.3840
H  -1.20308  -1.96294  1.59839  0.1632
H  0.87667  -3.32729  -0.14533  0.3497
H  1.82732  -2.61396  -2.22976  0.3971
H  0.62437  -0.93842  -3.66507  0.4513
H  -1.86160  -0.69072  -3.27019  0.3382
H  -2.81318  -1.35946  -1.21469  0.4222

Force components x, y, z for each atom (eV/Å):
C -0.87 -0.78 -0.46
C 0.40 0.45 -0.27
C -0.16 -0.41 -0.25
N 0.13 -0.35 0.81
C -0.13 -0.54 -1.49
C -0.37 1.36 0.44
C 1.17 -0.46 1.12
C -0.19 0.72 0.15
C -0.79 -1.05 0.22
C 0.36 0.63 0.52
H -0.03 -0.29 0.10
H -0.16 0.58 0.39
H 0.53 0.31 -0.17
H 0.05 0.31 0.28
H 0.24 -0.24 -0.13
H -0.22 0.19 0.20
H -0.31 -0.49 -0.62
H 0.11 0.02 -0.32
H 0.27 0.14 -0.37
C -0.69 -0.69 -0.86
C 0.62 0.47 1.19
C -0.56 0.93 -0.19
C 0.17 -0.48 0.44
C -0.17 -0.18 0.23
C -0.09 -0.15 -0.28
C 0.01 -0.11 -1.05
H 0.28 0.07 0.26
H -0.11 0.24 0.20
H 0.08 0.02 -0.04
H -0.02 -0.38 -0.10
H 0.38 0.32 -0.27
H -0.14 -0.18 -0.34
H 0.23 0.33 0.20
H -0.02 -0.30 0.47